Here is a cluster of 6 separate species, C37H38BF5O2P in total in a non-equilibrium geometry from OMol25. Energies are from ωB97M-V/def2-TZVPD.

The orbital gap comes out at 0.198 hartree. Its molecular weight is 651.49 g/mol. The LUMO energy comes out at 2.10 eV. Its charge is -1.

Last columns: bonded neighbours and bond lengths (Å).
CARTESIAN COORDINATES (ANGSTROEM)
1 C -2.70710 1.53033 -0.86125  C2 1.228, H12 1.113
2 C -2.48525 0.52995 -1.53777  C1 1.228, B3 1.646
3 B -1.99156 -0.70928 -2.50291  C2 1.646, C4 1.638, P9 1.959, H13 1.200
4 C -0.42206 -0.98566 -2.12253  B3 1.638, C5 1.588, H14 1.134, H15 1.134
5 C 0.08121 -2.47006 -2.38049  C4 1.588, C6 1.560, H16 1.129, H17 1.140
6 C -0.91426 -3.57955 -1.92142  C5 1.560, O7 1.217, O8 1.404
7 O -1.46115 -4.25587 -2.77196  C6 1.217
8 O -1.24367 -3.85231 -0.58449  C6 1.404, H18 0.980
9 P -2.23701 -0.03888 -4.32715  B3 1.959, C10 1.915, C11 1.896
10 C -4.12553 0.20523 -4.53015  P9 1.915, H19 1.135, H20 1.129, H21 1.133
11 C -1.72629 -1.35544 -5.59199  P9 1.896, H22 1.132, H23 1.126, H24 1.124
12 H -3.30124 2.22253 -0.22283  C1 1.113
13 H -2.74059 -1.61513 -2.26113  B3 1.200
14 H -0.19361 -0.65309 -1.06242  C4 1.134
15 H 0.21851 -0.32018 -2.78110  C4 1.134
16 H 0.42816 -2.66261 -3.43797  C5 1.129
17 H 1.01923 -2.60151 -1.74633  C5 1.140
18 H -2.15737 -3.54201 -0.41383  O8 0.980
19 H -4.54888 -0.46035 -5.34667  C10 1.135
20 H -4.37350 1.28291 -4.75620  C10 1.129
21 H -4.63365 -0.04566 -3.54886  C10 1.133
22 H -1.32273 -2.23768 -5.00790  C11 1.132
23 H -2.59237 -1.63843 -6.25280  C11 1.126
24 H -0.87411 -0.92966 -6.18839  C11 1.124
25 F -3.89584 0.26487 1.55138  C26 1.337
26 C -4.22254 -0.98337 1.90296  F25 1.337, C27 1.384, C31 1.384
27 C -3.41700 -2.03376 1.49728  C26 1.384, C28 1.389, H32 1.085
28 C -3.75177 -3.33047 1.86726  C27 1.389, C29 1.392, H33 1.084
29 C -4.89297 -3.56342 2.62866  C28 1.392, C30 1.390, H34 1.084
30 C -5.69601 -2.50082 3.02540  C29 1.390, C31 1.390, H35 1.084
31 C -5.35684 -1.20170 2.66587  C26 1.384, C30 1.390, H36 1.083
32 H -2.53641 -1.83191 0.89725  C27 1.085
33 H -3.12405 -4.16029 1.56212  C28 1.084
34 H -5.15521 -4.57654 2.91274  C29 1.084
35 H -6.58697 -2.68356 3.61521  C30 1.084
36 H -5.96591 -0.36043 2.97369  C31 1.083
37 F -3.06448 2.69054 -3.72538  C38 1.331
38 C -3.02464 3.95197 -4.14859  F37 1.331, C39 1.385, C43 1.385
39 C -2.89511 4.97548 -3.22419  C38 1.385, C40 1.389, H44 1.083
40 C -2.84870 6.29145 -3.66734  C39 1.389, C41 1.392, H45 1.084
41 C -2.94271 6.57074 -5.02732  C40 1.392, C42 1.391, H46 1.085
42 C -3.07727 5.53460 -5.94501  C41 1.391, C43 1.389, H47 1.084
43 C -3.11302 4.21702 -5.50527  C38 1.385, C42 1.389, H48 1.083
44 H -2.83142 4.73823 -2.16944  C39 1.083
45 H -2.73983 7.09976 -2.95324  C40 1.084
46 H -2.91058 7.59898 -5.37129  C41 1.085
47 H -3.15433 5.75339 -7.00403  C42 1.084
48 H -3.20827 3.39655 -6.20572  C43 1.083
49 F 2.03144 0.85468 -2.07912  C50 1.337
50 C 3.03336 0.22926 -1.45202  F49 1.337, C51 1.384, C55 1.384
51 C 3.66988 0.85744 -0.39586  C50 1.384, C52 1.390, H56 1.083
52 C 4.70750 0.20565 0.25959  C51 1.390, C53 1.391, H57 1.084
53 C 5.10310 -1.06180 -0.15567  C52 1.391, C54 1.391, H58 1.083
54 C 4.45824 -1.67960 -1.22182  C53 1.391, C55 1.389, H59 1.084
55 C 3.41372 -1.03376 -1.87087  C50 1.384, C54 1.389, H60 1.083
56 H 3.35264 1.84755 -0.09232  C51 1.083
57 H 5.20696 0.68580 1.09271  C52 1.084
58 H 5.91481 -1.56787 0.35299  C53 1.083
59 H 4.76956 -2.66542 -1.54737  C54 1.084
60 H 2.89432 -1.50312 -2.69689  C55 1.083
61 F 0.62214 1.10563 2.91847  C62 1.341
62 C 0.04086 0.54350 3.98858  F61 1.341, C63 1.384, C67 1.384
63 C 0.77473 0.38043 5.15098  C62 1.384, C64 1.390, H68 1.083
64 C 0.17182 -0.19737 6.26160  C63 1.390, C65 1.391, H69 1.084
65 C -1.15306 -0.61438 6.19367  C64 1.391, C66 1.391, H70 1.084
66 C -1.87773 -0.44913 5.01830  C65 1.391, C67 1.389, H71 1.084
67 C -1.27996 0.13784 3.91069  C62 1.384, C66 1.389, H72 1.084
68 H 1.80808 0.70406 5.18214  C63 1.083
69 H 0.73465 -0.32314 7.17935  C64 1.084
70 H -1.62120 -1.06912 7.05969  C65 1.084
71 H -2.90943 -0.77803 4.96438  C66 1.084
72 H -1.83263 0.28242 2.98992  C67 1.084
73 F 7.65091 -1.81683 1.91781  C74 1.343
74 C 7.68588 -1.01741 2.99668  F73 1.343, C75 1.384, C79 1.384
75 C 8.88362 -0.83548 3.66513  C74 1.384, C76 1.389, H80 1.083
76 C 8.92266 -0.00527 4.77829  C75 1.389, C77 1.391, H81 1.084
77 C 7.76252 0.62410 5.21585  C76 1.391, C78 1.390, H82 1.084
78 C 6.56446 0.42901 4.53836  C77 1.390, C79 1.389, H83 1.084
79 C 6.52541 -0.39185 3.41847  C74 1.384, C78 1.389, H84 1.083
80 H 9.77519 -1.34070 3.31429  C75 1.083
81 H 9.85682 0.15051 5.30497  C76 1.084
82 H 7.79349 1.26824 6.08739  C77 1.084
83 H 5.65992 0.91656 4.88253  C78 1.084
84 H 5.60200 -0.54730 2.87463  C79 1.083

These are the Löwdin partial charges, in e, on atoms 1 to 5: 0.00, -0.16, -0.82, -0.21, -0.14